Record 1
Computed, not measured: 4 unconnected molecules or ions with the total composition C3H14NO3, with ωB97M-V/def2-TZVPD.

Each line ends with the natural charge from an NBO analysis.
CARTESIAN COORDINATES (ANGSTROEM)
1 C 0.273 -3.224 -0.710  -0.676
2 C 0.635 -1.847 -0.386  -0.141
3 C -0.152 -0.828 -0.712  -0.111
4 N 0.164 0.606 -0.158  -0.743
5 H -0.761 -3.374 -0.656  0.225
6 H 0.582 -3.518 -1.768  0.255
7 H 0.677 -4.101 -0.080  0.253
8 H 1.657 -1.833 0.108  0.240
9 H -1.233 -1.133 -1.075  0.254
10 H 0.729 0.692 0.681  0.480
11 H 0.301 1.272 -0.939  0.466
12 H -0.879 0.771 0.206  0.467
13 H 2.330 1.993 2.551  0.500
14 H 2.641 2.340 1.076  0.487
15 O 2.324 1.610 1.617  -0.972
16 H -2.684 -0.699 2.356  0.501
17 H -3.120 0.680 1.777  0.487
18 O -2.447 0.007 1.713  -0.980
19 H -0.998 3.127 -1.842  0.471
20 H 0.067 4.201 -2.046  0.507
21 O -0.104 3.259 -1.714  -0.970

Results
Gap between HOMO and LUMO in eV: 10.9
Strongest force on any atom in eV Å⁻¹: 6.0
Charge: +1
Calculated total energy in a.u.: -402.88516

***

Record 2
Computed, not measured: 3 unconnected molecules or ions with the total composition C3H14NO3, with ωB97M-V/def2-TZVPD.

Each line ends with the natural charge from an NBO analysis.
CARTESIAN COORDINATES (ANGSTROEM)
1 C 0.817 -0.157 1.456  -0.089
2 O 1.642 -0.306 0.332  -0.732
3 C -0.611 0.079 1.019  -0.078
4 C -1.521 0.406 2.196  -0.641
5 N -0.557 1.228 0.047  -0.685
6 H 0.903 -1.006 2.140  0.208
7 H 1.176 0.700 2.037  0.191
8 H 1.411 -1.139 -0.106  0.503
9 H -0.955 -0.763 0.469  0.234
10 H -1.265 1.377 2.608  0.221
11 H -1.358 -0.327 2.996  0.250
12 H -2.577 0.262 1.960  0.242
13 H -0.344 2.122 0.471  0.437
14 H 0.191 0.930 -0.598  0.472
15 H -1.349 1.238 -0.588  0.448
16 H -0.385 1.153 -3.652  0.498
17 H 0.948 1.102 -2.927  0.488
18 O 0.005 1.230 -2.774  -0.980
19 H 0.302 -3.208 -1.336  0.495
20 H 0.396 -1.999 -2.216  0.486
21 O 0.185 -2.246 -1.302  -0.968

Results
Gap between HOMO and LUMO in eV: 11.7
Strongest force on any atom in eV Å⁻¹: 1.8
Charge: +1
Calculated total energy in a.u.: -402.94899

***

Record 3
Computed, not measured: 4 unconnected molecules or ions with the total composition C3H14NO3, with ωB97M-V/def2-TZVPD.

Each line ends with the natural charge from an NBO analysis.
CARTESIAN COORDINATES (ANGSTROEM)
1 C -1.967 0.435 1.304  -0.669
2 C -1.235 0.522 -0.006  0.168
3 C -1.363 1.264 -1.096  -0.385
4 N 0.052 -0.270 0.011  -0.755
5 H -1.303 0.459 2.162  0.237
6 H -2.658 1.271 1.327  0.256
7 H -2.557 -0.481 1.212  0.246
8 H -0.508 1.424 -1.746  0.218
9 H -2.236 1.850 -1.349  0.238
10 H 0.535 -0.303 0.939  0.463
11 H 0.773 0.070 -0.634  0.449
12 H -0.237 -1.197 -0.334  0.463
13 H -1.946 -2.070 -1.809  0.497
14 H -0.972 -3.257 -1.652  0.498
15 O -1.316 -2.499 -1.198  -0.967
16 H 2.246 -0.117 2.778  0.501
17 H 2.378 -1.317 1.888  0.492
18 O 2.080 -0.389 1.860  -0.958
19 H 3.033 1.153 -1.732  0.480
20 H 3.386 1.597 -0.296  0.489
21 O 2.680 1.547 -0.939  -0.963

Results
Gap between HOMO and LUMO in eV: 11.1
Strongest force on any atom in eV Å⁻¹: 2.1
Charge: +1
Calculated total energy in a.u.: -402.93217

***

Record 4
Computed, not measured: 4 unconnected molecules or ions with the total composition C3H14NO4, with ωB97M-V/def2-TZVPD.

Each line ends with the natural charge from an NBO analysis.
CARTESIAN COORDINATES (ANGSTROEM)
1 O 0.569 -1.128 -0.727  -0.490
2 C 1.389 -0.738 0.056  0.434
3 C 1.496 0.758 0.313  -0.346
4 N 0.141 1.254 0.016  -0.523
5 C -0.239 2.717 0.316  -0.418
6 H 2.143 -1.410 0.603  0.161
7 H 1.744 1.007 1.374  0.240
8 H 2.251 1.183 -0.384  0.284
9 H -0.148 1.017 -1.005  0.471
10 H -0.541 0.614 0.440  0.456
11 H 0.120 3.488 -0.340  0.247
12 H 0.116 3.023 1.321  0.236
13 H -1.335 2.703 0.315  0.237
14 H 3.780 -0.811 -2.284  0.485
15 H 2.589 -0.545 -3.068  0.486
16 O 2.958 -0.301 -2.183  -0.963
17 H -3.256 -1.835 2.139  0.477
18 H -2.930 -3.348 2.366  0.492
19 O -2.568 -2.466 2.021  -0.959
20 H -2.509 -2.224 0.096  0.491
21 H -3.347 -1.459 -0.899  0.471
22 O -2.423 -1.501 -0.486  -0.969

Results
Gap between HOMO and LUMO in eV: 10.9
Strongest force on any atom in eV Å⁻¹: 3.7
Charge: +1
Calculated total energy in a.u.: -478.13756

***

Record 5
Computed, not measured: a molecular structure, C3H14NOSSn, with ωB97M-V/def2-TZVPD.

Each line ends with the natural charge from an NBO analysis.
CARTESIAN COORDINATES (ANGSTROEM)
1 C -0.344 0.108 -3.168  -0.856
2 Sn -0.634 -1.228 -0.589  -0.175
3 N -0.972 -2.563 1.250  -1.066
4 H 0.204 -2.633 -1.152  -0.352
5 H -0.100 -2.591 1.771  0.376
6 H -0.939 -0.677 -2.619  0.212
7 H 0.013 -0.303 -4.112  0.191
8 H 0.508 0.410 -2.577  0.211
9 H -1.073 0.903 -3.411  0.215
10 H -1.754 -2.170 1.817  0.395
11 H -1.207 -3.462 0.858  0.406
12 C 1.053 2.583 0.667  -0.923
13 S 0.400 0.975 0.279  0.989
14 C 0.550 0.242 2.003  -0.811
15 O -1.015 1.454 -0.159  -1.037
16 H 2.087 2.429 1.018  0.186
17 H 0.397 3.017 1.393  0.195
18 H 1.044 3.122 -0.270  0.224
19 H 0.969 1.025 2.631  0.198
20 H -0.438 -0.042 2.383  0.204
21 H 1.251 -0.598 1.984  0.217

Results
Gap between HOMO and LUMO in eV: 3.5
Strongest force on any atom in eV Å⁻¹: 2.6
Charge: -1
Calculated total energy in a.u.: -864.98718

***

Record 6
Computed, not measured: 4 unconnected molecules or ions with the total composition C3H14O3S, with ωB97M-V/def2-TZVPD.

Each line ends with the natural charge from an NBO analysis.
CARTESIAN COORDINATES (ANGSTROEM)
1 C -0.979 -2.865 1.296  -0.619
2 C -0.258 -1.639 0.751  -0.426
3 C 1.285 -1.815 0.768  -0.474
4 S 1.866 -2.626 2.363  -0.098
5 H -2.011 -2.986 0.932  0.206
6 H -0.534 -3.797 0.913  0.197
7 H -1.153 -2.841 2.371  0.225
8 H -0.520 -0.883 1.511  0.212
9 H -0.538 -1.477 -0.295  0.208
10 H 1.532 -2.472 -0.063  0.210
11 H 1.779 -0.855 0.674  0.226
12 H 1.821 -3.965 2.144  0.133
13 O -4.640 -0.137 1.541  -0.933
14 H -4.234 -0.573 0.758  0.466
15 H -4.807 0.751 1.209  0.466
16 O 1.098 5.945 -1.222  -0.945
17 H 1.061 6.518 -1.986  0.469
18 H 1.946 5.501 -1.179  0.476
19 O 2.593 3.294 -3.878  -0.956
20 H 2.523 4.225 -4.119  0.477
21 H 2.169 2.696 -4.486  0.480

Results
Gap between HOMO and LUMO in eV: 9.5
Strongest force on any atom in eV Å⁻¹: 1.8
SMILES: CCCS.O.O.O
Calculated total energy in a.u.: -746.56118

***

Record 7
Computed, not measured: 5 unconnected molecules or ions with the total composition C3H14O4, with ωB97M-V/def2-TZVPD.

Each line ends with the natural charge from an NBO analysis.
CARTESIAN COORDINATES (ANGSTROEM)
1 C -5.573 1.174 2.524  -0.428
2 C -4.432 0.596 2.875  -0.151
3 C -4.071 -0.860 2.897  -0.653
4 H -5.644 2.201 2.916  0.189
5 H -6.543 0.920 2.141  0.205
6 H -3.627 1.212 3.278  0.190
7 H -3.822 -1.199 3.902  0.222
8 H -4.901 -1.471 2.511  0.208
9 H -3.257 -0.961 2.185  0.218
10 O 3.739 1.134 1.911  -0.937
11 H 3.818 0.247 2.256  0.467
12 H 3.886 1.051 0.979  0.470
13 O 3.654 0.826 -3.789  -0.933
14 H 3.388 1.461 -3.140  0.468
15 H 4.542 0.629 -3.445  0.465
16 O 1.723 0.055 -1.161  -0.950
17 H 1.154 0.641 -1.651  0.465
18 H 1.472 -0.822 -1.451  0.484
19 O 2.093 -2.560 -3.458  -0.966
20 H 2.743 -2.013 -3.935  0.490
21 H 1.339 -2.788 -4.005  0.477

Results
Gap between HOMO and LUMO in eV: 10.1
Strongest force on any atom in eV Å⁻¹: 2.6
SMILES: C=CC.O.O.O.O
Calculated total energy in a.u.: -423.60025

***

Record 8
Computed, not measured: 5 unconnected molecules or ions with the total composition C3H14O4, with ωB97M-V/def2-TZVPD.

Each line ends with the natural charge from an NBO analysis.
CARTESIAN COORDINATES (ANGSTROEM)
1 C 2.719 -1.032 0.843  -0.463
2 C 2.580 0.262 1.156  -0.181
3 C 3.773 1.288 1.426  -0.653
4 H 1.887 -1.676 1.075  0.207
5 H 3.457 -1.365 0.083  0.211
6 H 1.575 0.891 1.001  0.236
7 H 3.560 2.162 0.757  0.208
8 H 3.873 1.613 2.460  0.221
9 H 4.681 0.794 1.209  0.204
10 O -0.016 -1.659 2.793  -0.940
11 H 0.176 -1.970 3.708  0.471
12 H 0.536 -0.895 2.744  0.470
13 O -6.409 0.815 -1.144  -0.929
14 H -5.580 0.310 -1.447  0.465
15 H -6.849 0.902 -2.101  0.465
16 O -0.546 1.234 0.376  -0.927
17 H -0.875 0.346 0.549  0.473
18 H -0.807 1.331 -0.498  0.463
19 O -0.384 -0.937 -4.560  -0.953
20 H -1.199 -1.124 -5.016  0.475
21 H -0.024 -0.048 -4.793  0.478

Results
Gap between HOMO and LUMO in eV: 8.9
Strongest force on any atom in eV Å⁻¹: 4.5
SMILES: C=CC.O.O.O.O
Calculated total energy in a.u.: -423.54496